{"formula": "C3H7NO", "method": "wB97M-V/def2-TZVPD", "elements": ["C", "C", "C", "N", "O", "H", "H", "H", "H", "H", "H", "H"], "coordinates": [[1.927, -1.175, -0.192], [-1.310, -0.362, -0.430], [-0.695, 0.645, 0.502], [0.615, 0.978, 0.262], [0.928, 2.168, 0.273], [2.323, -0.896, -1.275], [2.749, -0.868, 0.576], [-1.654, 0.049, -1.387], [-0.652, -1.222, -0.733], [-2.192, -0.789, 0.207], [-1.380, 1.386, 0.826], [-0.659, 0.086, 1.371]], "forces_ev_per_a": [[0.99, 0.66, -0.41], [-1.37, -1.89, -0.33], [-1.93, -0.87, -0.11], [3.50, 2.62, -1.21], [-0.86, -2.38, 0.15], [-0.41, -0.05, 2.04], [-0.98, -0.10, -1.40], [-0.25, 0.19, 0.41], [-0.35, 0.94, 0.83], [1.32, 0.63, -1.67], [-0.45, 1.68, -0.47], [0.79, -1.43, 2.18]], "de_lowest_kcal_mol": 192.2, "charge": 0, "homo_ev": -8.78, "energy_ev": -6754.41757}